1.
This record from the Open Molecules 2025 dataset describes a 3-piece molecular cluster, C5H10Cl2N2O overall in a non-equilibrium geometry. The level of theory is the ωB97M-V functional and the def2-TZVPD basis.

```
20
Properties=species:S:1:pos:R:3:forces:R:3:mulliken_charge:R:1
C 1.2912 0.6124 0.6664 1.63 -0.66 -4.13 -1.068
C -0.0870 1.0868 0.0852 0.91 -0.62 0.29 -0.125
C -0.6228 -0.1404 -0.6721 -0.04 1.15 -0.88 0.568
C 0.0885 -0.8593 -1.7472 4.05 0.32 -0.52 -1.161
N -1.8309 -0.4035 -0.4788 -2.06 -0.07 0.52 -0.546
Cl -2.5748 -1.6985 -1.3582 -0.42 0.16 0.38 -0.135
H 1.4516 1.0223 1.6182 0.44 0.23 1.30 0.376
H 2.1190 1.0078 -0.0902 -1.41 -0.68 1.81 0.236
H 1.4409 -0.5388 0.5823 -0.50 2.13 0.78 0.224
H -0.6886 1.4423 0.9509 -0.23 -0.72 -0.86 0.219
H -0.0116 1.9740 -0.6020 0.14 -1.01 0.45 0.338
H 1.1480 -1.2908 -1.3947 -2.39 1.03 -0.82 0.223
H -0.4922 -1.6539 -2.1815 0.10 -0.18 0.17 0.477
H 0.2895 -0.1276 -2.5919 -0.02 -0.66 0.99 0.320
N -1.7092 -1.9827 2.0722 0.59 -0.77 -0.13 -0.392
C -0.7071 -2.2417 1.4683 -0.46 0.29 1.10 0.692
O 0.3144 -2.5811 1.0141 0.13 -0.23 -0.52 -0.473
H -2.3223 -1.1909 2.1370 -0.22 0.26 -0.12 0.226
Cl -3.5935 0.5402 1.6643 -0.12 0.37 -0.08 -0.448
H -2.8291 0.3526 0.5516 -0.11 -0.34 0.26 0.448
```
Positions in Å, forces in eV/Å.

Total charge: 0
Orbital gap, eV: 11.183
Spin multiplicity: 1
E_tot, eV: -35418.3101
Energy above the lowest of the compared OMol25 structures with the same formula, charge and spin, kcal per mole: 0.0
F_max, eV/A: 4.5
HOMO energy, hartree: -0.391
Structure (SMILES): CC/C(C)=N/Cl.N=C=O.Cl

---

2.
This record from the Open Molecules 2025 dataset describes C12H29InNO2S2 as an isolated structure in a non-equilibrium geometry. The level of theory is the ωB97M-V functional and the def2-TZVPD basis.

```
47
Properties=species:S:1:pos:R:3:forces:R:3:mulliken_charge:R:1
In -0.7429 -0.8880 0.5434 1.25 2.80 -1.64 1.016
S -1.8292 -0.6891 -1.7961 -0.72 0.21 -0.26 0.175
S 0.5794 1.2009 1.3324 -1.06 0.75 0.16 0.287
C -1.3640 0.7791 -2.8073 0.68 -0.25 0.26 -0.726
C -3.5295 -0.1141 -1.3064 0.45 -0.67 -0.04 -0.738
C -3.5207 1.1822 -0.5310 0.20 0.04 0.46 -0.738
N -2.6622 1.0354 0.6894 0.14 -0.53 0.22 -0.120
C -2.0833 2.2755 1.2703 -0.14 -0.05 0.10 -0.722
C -0.8924 1.9746 2.1714 0.68 -0.29 0.20 -0.957
H -3.9705 -0.9327 -0.7253 0.01 0.08 -0.19 0.362
H -4.0604 -0.0393 -2.2617 -0.02 0.00 0.22 0.562
H -4.5607 1.4060 -0.2575 0.21 0.06 0.00 0.386
H -3.1728 2.0012 -1.1645 0.11 -0.01 0.29 0.402
H -2.8206 2.7946 1.8952 0.05 -0.02 -0.14 0.374
H -1.7932 2.9737 0.4819 -0.14 -0.22 -0.07 0.407
H -1.1655 1.2893 2.9859 0.07 0.26 -0.05 0.358
H -0.4453 2.8807 2.6034 -0.50 -0.18 0.06 0.641
C 0.9414 2.6461 0.2365 0.37 -0.33 -0.38 -1.125
H -3.2326 0.5697 1.4065 0.08 0.49 -0.23 0.337
H 0.2281 2.8313 -0.5708 -0.02 -0.26 0.29 0.238
H 1.9244 2.4510 -0.1988 -0.16 0.16 0.19 0.442
H 0.9936 3.5327 0.8794 0.01 -0.35 0.09 0.496
H -0.4435 0.4879 -3.3123 -0.15 0.13 -0.06 0.316
H -1.1983 1.6867 -2.2230 -0.10 -0.25 0.00 0.167
H -2.1545 0.9341 -3.5466 -0.02 -0.22 0.18 0.445
C -1.8453 -2.0812 2.0915 0.48 -1.27 0.91 -0.526
C -0.8456 -3.0415 1.8724 -1.92 -0.53 1.05 -0.529
H -2.8684 -2.2384 1.6983 0.69 0.36 -0.52 0.527
H -1.7788 -1.4707 3.0123 -0.12 -0.52 -0.39 0.385
H -0.8822 -3.7381 1.0294 -0.12 0.17 0.09 0.406
H -0.2131 -3.3563 2.7054 0.68 0.73 -0.49 0.298
C 1.9449 0.4413 -2.0020 -0.09 0.47 -0.48 -0.955
O 1.6461 -0.5562 -1.0158 0.04 0.19 0.12 0.026
C 2.8320 -1.2585 -0.6515 0.36 -0.51 0.38 -0.533
C 2.4430 -2.3801 0.2753 0.08 -0.28 -0.49 -0.700
O 1.6065 -1.8869 1.3227 -0.86 -0.02 0.28 -0.185
C 2.2057 -1.8128 2.6292 0.50 0.17 0.63 -0.886
H 1.2541 1.2826 -1.8323 0.18 -0.51 -0.43 0.165
H 1.8368 0.0156 -3.0221 0.14 0.33 0.56 0.289
H 2.9664 0.8561 -1.8814 -0.44 -0.43 -0.03 0.413
H 3.3100 -1.7083 -1.5355 0.01 0.30 0.18 0.430
H 3.5377 -0.5946 -0.1232 -0.20 0.03 -0.39 0.387
H 1.8355 -3.1119 -0.2702 0.26 -0.09 0.05 0.250
H 3.3496 -2.8560 0.6758 -0.36 0.00 -0.06 0.483
H 2.6390 -2.7853 2.9537 -0.35 0.52 -0.42 0.329
H 3.0037 -1.0371 2.6709 -0.57 -0.47 -0.10 0.330
H 1.3970 -1.5410 3.3226 0.34 0.01 -0.10 0.312
```
Positions in Å, forces in eV/Å.

Total charge: +3
Orbital gap, eV: 7.717
Spin multiplicity: 1
E_tot, eV: -45313.2691
F_max, eV/A: 3.5
HOMO energy, hartree: -0.720

---

3.
This record from the Open Molecules 2025 dataset describes a 5-piece molecular cluster, C15H15F5O15 overall in a non-equilibrium geometry. The level of theory is the ωB97M-V functional and the def2-TZVPD basis.

```
50
Properties=species:S:1:pos:R:3:forces:R:3:lowdin_spin:R:1
C 3.3182 -0.2858 1.2743 -0.29 0.66 -0.22 0.000
C 2.8453 -1.6759 1.5836 2.82 -0.39 -0.06 0.000
O 3.4066 -2.3871 0.4547 -0.50 -0.04 0.55 0.001
C 3.4393 -1.5193 -0.5837 0.97 -1.48 -2.97 0.001
O 3.7334 -1.8586 -1.7457 -1.32 1.32 3.38 0.009
O 3.1390 -0.2946 -0.1619 -0.13 0.66 -0.46 0.001
F 1.5311 -1.7628 1.5311 -1.91 -0.03 -0.17 0.000
H 4.3743 -0.0386 1.3830 -0.02 -0.52 0.72 0.000
H 2.7078 0.4544 1.7917 0.00 0.06 -0.57 0.000
H 3.1719 -2.0938 2.5359 0.32 -0.23 -0.31 0.000
C -0.0590 5.7837 0.9235 0.11 0.46 -0.47 0.000
C 1.2483 5.6485 1.6943 -2.86 -2.76 0.78 0.000
O 2.1222 5.4120 0.6481 2.60 -0.65 1.52 0.000
C 1.7809 6.2400 -0.3314 1.25 0.94 -2.60 0.000
O 2.4798 6.6412 -1.2420 -1.49 -1.02 2.04 0.000
O 0.5151 6.5131 -0.1234 -2.12 3.06 -2.53 0.000
F 1.0693 4.4717 2.4012 0.98 0.05 0.52 0.000
H -0.9484 6.2453 1.3525 0.61 0.72 0.24 0.000
H -0.4642 4.9071 0.4180 0.55 -0.81 0.75 0.000
H 1.5042 6.4424 2.3960 0.31 0.04 -0.26 0.000
C -1.0149 0.3994 1.2712 -0.31 -0.07 0.22 0.000
C -0.3757 1.7225 1.4786 0.60 1.00 -0.77 0.000
O -0.5263 2.3914 0.2343 -1.78 1.04 -0.08 0.000
C -1.6799 1.9270 -0.3012 -0.71 0.22 -5.51 0.000
O -2.2432 2.2980 -1.3727 2.30 -0.80 4.74 0.000
O -1.9548 0.7457 0.2396 -1.28 -0.95 0.93 0.000
F 0.9323 1.6969 1.6223 1.84 -0.44 0.93 0.000
H -1.4321 0.1957 2.2574 -0.81 -0.75 -0.51 0.000
H -0.3972 -0.4233 0.9112 0.13 0.29 0.16 0.000
H -0.8248 2.2750 2.3040 0.01 0.31 -0.10 0.000
C -3.9482 -5.4327 0.1734 0.84 0.83 -0.92 0.000
C -3.5673 -5.0407 1.5493 -1.20 -0.41 0.76 0.000
O -2.5008 -4.0999 1.3867 0.28 -0.99 1.84 0.000
C -2.5971 -3.5894 0.1934 -1.47 0.66 -1.15 0.000
O -1.9739 -2.6663 -0.2399 0.25 -0.25 -0.24 0.000
O -3.6492 -4.1818 -0.4255 0.18 1.17 -2.44 0.000
F -3.1454 -6.1261 2.1581 1.14 -1.24 1.47 0.000
H -4.9561 -5.7519 -0.0919 0.10 0.24 0.48 0.000
H -3.2017 -6.1393 -0.1893 -0.20 -0.41 0.02 0.000
H -4.3804 -4.6232 2.1432 0.17 0.47 0.03 0.000
C -0.2704 -2.0542 -3.2327 -1.30 0.76 -0.40 0.014
C -0.3421 -0.7539 -2.4325 0.45 -2.11 -1.27 0.010
O 0.5550 0.0394 -3.2939 1.74 1.14 -1.45 0.031
C 1.4403 -0.7953 -3.9224 -4.86 -0.86 5.55 0.061
O 2.4532 -0.5556 -4.5580 1.34 0.89 -1.28 0.768
O 1.1238 -2.0134 -3.5698 1.98 -1.40 -1.49 0.091
F 0.2753 -1.0228 -1.2762 0.10 0.88 0.32 -0.001
H -0.7527 -2.0156 -4.2095 -0.60 0.17 0.24 0.004
H -0.6305 -2.9359 -2.7027 0.86 -0.05 0.16 0.005
H -1.3306 -0.3128 -2.3041 0.34 0.60 -0.12 0.005
```
Positions in Å, forces in eV/Å.

Total charge: +1
Orbital gap (spin up / spin down), eV: 9.121 / 3.012
Spin multiplicity: 2
E_tot, eV: -60085.6565
Energy above the lowest of the compared OMol25 structures with the same formula, charge and spin, kcal per mole: 23.2
F_max, eV/A: 7.4
HOMO energy (spin up / spin down), hartree: -0.477 / -0.477

---

4.
This record from the Open Molecules 2025 dataset describes a 6-piece molecular cluster, C12H36O6 overall in a non-equilibrium geometry. The level of theory is the ωB97M-V functional and the def2-TZVPD basis.

```
54
Properties=species:S:1:pos:R:3:forces:R:3:mulliken_charge:R:1
C 37.9930 11.2890 34.0200 -1.93 0.15 0.20 -1.778
C 37.9320 11.7120 35.4700 4.91 3.22 -1.89 0.326
O 39.3740 11.4920 36.0380 -3.63 -1.37 -2.25 -0.581
H 38.7000 11.6200 33.3500 2.06 2.15 -0.74 0.502
H 37.0870 11.3530 33.4370 -0.99 0.87 0.31 0.296
H 38.1500 10.2960 33.7990 0.52 -3.05 0.92 0.524
H 37.2030 11.2380 35.9650 -2.23 -2.41 2.18 0.308
H 37.6220 12.8170 35.5700 0.91 -1.35 -0.22 -0.026
H 39.5150 12.2240 36.5950 0.28 1.66 1.40 0.369
C 43.8000 13.2510 35.0410 0.23 -0.52 -0.09 -1.317
C 42.3960 13.1020 35.6040 3.21 -3.74 1.42 0.136
O 42.0840 14.1100 36.4290 8.01 4.86 -3.09 -0.510
H 44.1200 12.4620 34.3450 -0.63 0.02 0.06 0.343
H 44.3490 13.0230 35.9360 1.19 0.68 0.21 0.323
H 44.0670 14.1990 34.5500 -0.31 -0.09 0.59 0.320
H 42.4550 12.0770 36.2570 -0.40 1.82 -1.65 0.135
H 41.6880 13.0090 34.8950 -2.54 -0.73 -2.68 0.269
H 41.3880 13.8700 36.8260 -8.70 -2.21 5.19 0.346
C 40.3900 12.2490 39.3970 1.12 -1.12 0.63 -0.846
C 39.5090 13.4800 39.1100 1.47 0.37 0.42 -0.262
O 39.6160 13.7180 37.7090 -0.69 3.43 -1.03 -0.436
H 39.9370 11.1700 39.3030 0.58 2.30 -0.83 0.145
H 40.6620 12.1850 40.4480 -0.03 0.49 0.37 0.405
H 41.4310 12.3600 38.9000 -1.89 -0.36 0.34 0.177
H 39.7210 14.4620 39.8050 -0.34 -2.48 -1.76 0.211
H 38.5040 13.2240 39.0230 -2.13 -0.56 2.11 0.358
H 38.9650 14.5190 37.5710 1.82 -1.80 -0.22 0.166
C 38.2300 16.0430 35.0080 0.81 1.33 1.38 -0.809
C 37.4450 16.7520 36.1500 -1.50 -1.46 0.87 -0.139
O 38.0600 16.3010 37.4160 -0.89 1.26 0.32 -0.500
H 38.0650 15.0160 34.9840 0.22 -2.18 1.03 -0.075
H 39.3140 16.2620 34.7790 -1.04 0.00 1.28 0.287
H 37.8140 16.1910 34.0890 -1.68 1.47 -2.60 0.513
H 36.2650 16.5440 36.2590 2.55 -0.43 -0.87 0.214
H 37.3770 17.8240 36.0710 0.94 0.58 -0.01 0.332
H 37.6580 16.8060 38.1790 0.63 -0.84 -1.37 0.254
C 34.7150 13.5520 33.1310 -2.65 -0.01 1.64 -0.377
C 34.4090 14.8770 32.5000 -3.62 2.10 -1.21 -0.382
O 34.0280 16.0030 33.4130 1.37 -1.03 -0.01 -0.540
H 34.8820 12.8520 32.3070 0.24 -0.07 0.42 0.303
H 33.7120 13.1860 33.7540 2.74 0.88 -1.56 0.220
H 35.5360 13.6590 33.8290 0.31 -0.47 0.04 -0.142
H 33.3720 14.7970 32.0330 1.49 -0.67 -0.35 0.326
H 35.0830 15.2600 31.6960 0.01 -0.52 0.90 0.288
H 33.6030 16.6590 32.8460 0.16 -0.20 0.16 0.310
C 36.6040 10.0630 38.8280 -0.29 2.07 -0.72 -0.527
C 36.1240 8.9430 37.9210 -1.65 3.06 6.05 -0.854
O 35.9750 7.8990 38.7920 0.21 -2.73 0.08 -0.495
H 35.7290 10.3040 39.5360 1.64 -0.27 -0.81 0.310
H 36.8400 10.9990 38.1910 -0.38 -1.25 1.17 -0.001
H 37.5370 9.7700 39.3620 -0.84 0.20 -0.25 0.199
H 36.6110 8.8120 37.1110 4.66 -1.49 -5.20 0.681
H 35.2070 9.1710 37.5400 -3.14 1.18 -0.90 0.396
H 35.9830 7.1430 38.2000 -0.18 -0.75 0.59 0.303
```
Positions in Å, forces in eV/Å.

Total charge: 0
Orbital gap, eV: 9.889
Spin multiplicity: 1
E_tot, eV: -25305.3982
Energy above the lowest of the compared OMol25 structures with the same formula, charge and spin, kcal per mole: 179.9
F_max, eV/A: 10.4
HOMO energy, hartree: -0.345
Structure (SMILES): CCO.CCO.CCO.CCO.CCO.CCO